# C31H56Br2N2O6PS

6 unconnected molecules or ions with the total composition C31H56Br2N2O6PS (ωB97M-V/def2-TZVPD, the Open Molecules 2025 dataset).

## Properties
Gap between HOMO and LUMO, eV: 7.23
Largest force on an atom, Eh/bohr: 0.064
LUMO energy, eV: -3.7
Molar mass, g/mol: 775.65
E_HOMO, eV: -10.952
Calculated total energy, hartree: -7662.95735

Structure (ORCA input):
```
! wB97M-V def2-TZVPD RIJCOSX def2/J DEFGRID3
* xyz 1 1
Br 4.27769 1.36015 -3.71689
Br 1.78891 3.64905 -3.03885
S 3.58202 1.26390 1.19892
P 2.98834 0.79990 -0.80563
O 3.63380 -4.72998 2.05129
O 5.74975 -0.57812 -1.39100
O -4.72600 6.74353 -3.22795
O -4.97851 0.03433 3.45550
O -3.60294 3.72025 1.09944
O 1.57478 -6.91392 -1.02214
N 3.45385 -0.85253 -0.96089
N -1.78930 1.40180 -0.86972
C 1.97228 -6.79951 -3.35680
C 3.34562 4.21241 -0.57142
C 2.55234 -5.57121 2.48302
C -4.84165 -1.29806 3.96672
C -3.10490 5.17213 -2.51356
C -3.72573 0.71493 3.58310
C 1.16745 1.05145 -0.84262
C 1.29132 -5.51768 -2.91663
C 0.70390 -5.91901 -1.57458
C -4.92687 3.16343 1.07387
C -5.15235 5.48202 1.44211
C 4.89819 -1.03737 -0.68763
C 4.42808 -6.96270 2.15893
C 0.49129 2.05258 0.01189
C 3.44451 3.46083 -1.95350
C 4.74214 -5.55944 1.67268
C -3.35516 -1.54039 4.16180
C 0.23228 0.31868 -1.68112
C 3.00550 -1.46466 -2.24955
C -1.20515 0.49152 -1.67596
C -5.83674 4.16495 1.76190
C 2.49005 -7.34696 -2.03903
C -4.59064 5.41410 -2.70996
C 5.23533 -1.92114 0.56932
C -2.84929 -0.14441 4.47734
C 2.91263 -6.98818 2.08120
C 3.97892 1.97692 -1.87514
C -3.68541 5.09516 1.50009
C -3.47044 7.42454 -3.10439
C -0.94142 2.12221 -0.10999
C -2.59739 6.56550 -2.20696
H 4.82702 -5.52734 0.57992
H -3.29399 0.81404 2.58010
H -6.86840 4.10986 1.41562
H 2.54851 1.93068 1.79421
H 3.87412 -1.99272 -2.72481
H -3.14169 -2.27246 4.94070
H 3.47782 -6.93663 -1.79954
H -5.82974 3.99591 2.84257
H 2.59743 -7.17536 1.05136
H 4.21626 4.02521 -2.53956
H -1.78398 -0.00884 4.28673
H -3.03800 7.51819 -4.10633
H -2.65852 4.81142 -3.44539
H 5.66272 -5.16173 2.10521
H -4.92485 2.19120 1.56818
H 4.12306 3.87213 0.16237
H 6.20471 -2.43730 0.40992
H 2.24739 -2.25630 -2.00741
H -5.13030 5.36741 -1.75801
H -5.21136 3.02135 0.02596
H 4.91198 -7.73755 1.56427
H -1.53164 6.69690 -2.39831
H -5.04492 4.70242 -3.40164
H 2.76104 -6.64801 -4.09372
H -2.78927 6.80702 -1.15711
H 2.55530 -8.43582 -2.03304
H 4.74955 -7.07932 3.19786
H 1.61936 -5.23040 2.03010
H 1.02873 2.72009 0.70871
H 4.99673 2.04035 -1.39827
H 5.20528 -1.23809 1.45035
H 0.62429 -5.07762 -0.88223
H 2.45298 -7.74120 2.72143
H -5.38146 -1.35098 4.91766
H 2.54332 -0.76528 -2.97935
H -5.29484 -2.00559 3.27038
H 4.37430 -2.63942 0.65935
H 3.61901 5.28101 -0.79216
H -3.06382 5.70687 0.84270
H -1.43124 2.89863 0.53235
H 0.63358 -0.44170 -2.38961
H 2.46724 -5.47635 3.57071
H -3.89090 1.71432 3.99096
H -2.90829 -1.89494 3.22805
H -3.63322 8.42550 -2.70165
H 2.31978 4.24712 -0.14351
H -3.04119 0.09174 5.52780
H -1.82825 -0.13801 -2.35089
H -2.89134 4.44399 -1.72863
H 0.54011 -5.15486 -3.61882
H 1.23419 -7.48462 -3.78236
H -5.40650 6.28850 2.12975
H 2.03890 -4.72930 -2.77754
H -5.41568 5.80053 0.42964
H -3.29495 5.17223 2.52083
H -0.28746 -6.36785 -1.69304
*
```

Löwdin population analysis, charges in e, atoms 1 to 2: 0.76, 0.68

# C42H117N9O12

A molecular structure, C42H117N9O12 (ωB97M-V/def2-TZVPD, the Open Molecules 2025 dataset).

## Properties
Gap between HOMO and LUMO, eV: 8.48
ΔE to the lowest compared entry with this formula, charge and spin, kJ/mol: 966.0
Largest force on an atom, Eh/bohr: 0.155
LUMO energy, eV: 0.2
Molar mass, g/mol: 940.45
E_HOMO, eV: -8.264
Calculated total energy, hartree: -3065.55917

Structure (ORCA input):
```
! wB97M-V def2-TZVPD RIJCOSX def2/J DEFGRID3
* xyz 0 1
O 5.05542 -0.69573 0.47505
O -1.89961 1.49831 -2.78947
O 2.19522 3.27721 -2.92327
O 3.46295 1.58373 6.23490
O -2.01739 0.68065 5.47660
O -1.15988 4.91537 2.65328
O 1.41421 -2.41335 -4.55688
O 2.73601 -4.73161 -0.85557
O -3.06079 2.63960 -0.23273
O 3.27052 -2.90683 3.16303
O -1.96918 -4.22525 0.64883
O 0.94064 0.58556 1.69056
N -4.10623 3.55028 -5.06383
N -2.07828 -3.58890 -4.41813
N -2.84074 6.81896 5.23159
N -4.02459 -2.68994 -2.00003
N 4.99726 1.16272 -1.84909
N 3.49580 0.00163 2.95790
N -4.14343 0.31487 -2.86768
N -1.57547 1.82393 2.04085
N 4.38783 -7.07812 -1.44866
C 3.59742 -6.97402 -3.71775
C 3.51504 2.79564 -3.05036
C -2.34948 2.56644 -3.57761
C 2.39980 -5.68250 -1.80676
C -4.32094 1.50312 -2.01599
C -2.50997 3.73371 -0.96540
C -3.85721 1.12700 -5.03900
C -1.33784 -1.28153 -4.53291
C -0.52465 1.52278 -2.48758
C 2.77171 1.16158 5.06854
C -1.34498 0.85283 4.24118
C 1.99384 -2.86574 3.76517
C -2.84491 6.06018 3.97311
C -3.71624 2.42990 -4.21521
C -2.76432 -4.23133 -0.53904
C 2.66071 1.34022 7.38774
C 0.28892 -3.08193 -4.06327
C -0.96500 -2.70265 -4.84535
C 4.06615 2.35427 3.16905
C -3.07324 -0.02193 2.68990
C -3.14250 1.48147 -1.04061
C -4.35018 -2.49184 0.38925
C 2.55157 -2.49587 -3.73870
C -1.45867 6.12079 3.34284
C 2.06634 -2.82264 5.26854
C 3.67184 1.83181 -1.88340
C 3.80005 1.04254 3.94946
C 1.72334 -4.18894 -0.06537
C 5.76459 -2.73476 -0.61539
C 3.72499 -6.19735 -2.40726
C 1.75346 4.22648 -3.89673
C -3.88194 6.60985 2.99304
C -2.33010 1.20917 3.13421
C 3.51914 2.51302 -0.52015
C 0.94488 0.20845 0.32377
C 4.59570 -1.92619 -0.04224
C -3.34696 -2.84127 -0.69219
C -1.63972 -5.53225 1.06090
C 0.05759 4.92103 1.92950
C -0.11174 -0.84820 0.02269
C -5.69873 1.43344 -1.34794
C -1.24053 0.13056 6.52912
H -0.74706 -0.79062 6.20388
H -1.79376 -4.56363 -4.53877
H 3.02537 -3.47861 -3.84517
H 4.25621 3.60219 -3.04595
H -3.34312 3.80096 -5.68661
H 2.71514 -1.97314 5.49115
H -3.89297 6.03427 2.06626
H -6.53376 1.38816 -2.04894
H 4.28426 3.26419 -0.30377
H -5.80142 0.50720 -0.77925
H 0.35300 3.89232 1.74092
H -2.22153 -0.95742 -5.09528
H -0.04050 -1.59584 0.81552
H -2.28390 3.49825 -3.00028
H 2.08173 -3.49176 0.68967
H -2.16969 1.96576 1.20637
H -4.07984 -1.70229 -2.25993
H -3.71052 0.20553 -4.46844
H 4.59825 -7.06791 -4.13658
H 5.08621 0.64244 -2.72163
H 1.24134 -5.00108 0.50334
H -4.30296 2.40481 -2.63892
H -0.23678 2.46855 -2.01212
H -2.46846 4.59735 -0.30278
H 4.38834 -5.34060 -2.54248
H -4.85632 6.70971 3.47188
H 1.92688 -0.25038 0.17710
H 0.88491 -3.75234 -0.62475
H 3.61356 1.72750 0.22987
H -4.88036 3.27319 -5.64752
H -0.59575 -0.57417 -4.91557
H -1.50840 3.58473 -1.37283
H -4.54988 -1.41800 0.44261
H 6.00997 -2.31488 -1.59270
H -2.16847 -4.51557 -1.41100
H -2.45292 -6.01725 1.61655
H -4.80622 1.01366 -5.56290
H -1.12196 -0.44583 0.08200
H 2.91646 1.05606 -2.02284
H -2.46918 -0.72281 2.10784
H -2.48303 7.75818 5.06155
H -1.51831 -1.01197 -3.49169
H -0.84617 -2.84935 -5.92295
H 2.63252 0.16553 2.43768
H 5.45989 -3.77621 -0.76475
H -0.70435 6.20242 4.13196
H -5.75561 2.34924 -0.75848
H 6.60693 -2.84147 0.06514
H 2.31364 -2.28521 -2.69040
H 0.10642 1.35102 -3.36219
H -0.14027 5.39703 0.95793
H 4.17099 -2.53738 0.75925
H 0.09287 1.07396 1.87618
H -0.40241 0.76438 -1.71412
H -3.58977 7.62950 2.72153
H 1.82551 -6.51731 -1.38221
H 0.04285 -2.88396 -3.01070
H -3.57236 -0.57658 3.48365
H 3.15611 -7.96815 -3.63843
H -2.01227 -0.05897 7.27293
H 2.37047 0.15569 5.23690
H 4.99703 -0.05095 -0.24654
H 1.82689 -5.32450 -2.67640
H 1.37502 -2.04049 3.38429
H -5.33868 -2.92546 0.21833
H -2.71234 -3.53404 -5.21673
H 2.35888 0.28798 7.45241
H 3.78746 -7.86772 -1.21628
H -0.52737 1.57512 4.35343
H -3.07801 1.14875 -5.80821
H -4.45680 2.41168 -3.40613
H 2.12320 3.88012 -4.86513
H 4.71265 0.67712 4.42444
H -0.02252 -1.28338 -0.97549
H 3.30749 -1.76601 -4.03401
H 4.43770 -6.63059 -0.53408
H -3.18916 4.00739 -1.77292
H -4.01336 -2.81720 1.37706
H 3.77011 -1.87380 -0.76089
H -3.88302 0.23344 1.99450
H -1.40951 6.97109 2.65320
H 5.70683 1.88960 -1.92106
H 3.08879 2.76128 2.89424
H -0.95731 -0.15836 4.03760
H -2.56437 -2.07054 -0.65316
H 4.64680 2.22994 2.25673
H -0.82470 -5.46830 1.78049
H -1.37382 2.79867 2.25539
H -3.58414 -4.92607 -0.32516
H 3.57671 2.18128 -3.95998
H 3.52308 -1.96633 3.01619
H 1.88627 1.73077 4.76131
H -3.30814 0.59276 -0.42189
H 2.58490 3.06848 -0.43668
H 0.81082 1.06429 -0.34905
H 1.38935 -3.70970 3.40523
H -3.01537 5.01117 4.22724
H 2.41332 -3.76162 5.69369
H -0.51335 0.87783 6.86108
H 0.68116 4.29725 -3.75177
H -3.81708 7.00270 5.45039
H 0.49525 -4.15858 -4.15196
H 4.19848 -0.00286 2.22684
H -3.34149 -3.06332 -2.66612
H -2.98829 1.93658 3.62750
H 2.98310 -6.44307 -4.45128
H -4.93689 0.26410 -3.49897
H 0.84495 5.55254 2.34802
H 1.08839 -2.56170 5.68339
H 3.33824 1.46081 8.23183
H -1.62680 2.70050 -4.40196
H -1.40743 -6.18549 0.21623
H 2.22750 5.19928 -3.73461
H 1.78124 1.98366 7.35959
H -2.18173 1.26425 -1.52017
H 4.59073 3.09923 3.77563
H -3.31761 0.44881 -3.44542
*
```

Löwdin population analysis, charges in e, atoms 1 to 2: -0.10, -0.30

# C2H8BN

C2H8BN in the gas phase (ωB97M-V/def2-TZVPD, the Open Molecules 2025 dataset).

## Properties
Gap between HOMO and LUMO, eV: 10.80
ΔE to the lowest compared entry with this formula, charge and spin, kJ/mol: 75.9
Largest force on an atom, Eh/bohr: 0.081
LUMO energy, eV: 0.8
Structure (SMILES): CCBN
Molar mass, g/mol: 56.91
E_HOMO, eV: -9.998
Calculated total energy, hartree: -160.60951

Structure (ORCA input):
```
! wB97M-V def2-TZVPD RIJCOSX def2/J DEFGRID3
* xyz 0 1
N -2.13821 -0.57280 0.24601
C 1.66382 0.53315 -0.27354
C 0.51642 -0.19815 0.34912
B -0.92590 0.12696 -0.22260
H 1.96136 1.49416 0.18959
H 1.19864 0.93454 -1.18137
H 0.56500 -0.22392 1.40973
H -3.09628 -0.35986 0.14531
H -1.03801 0.88741 -1.04382
H -1.85348 -1.34642 0.79720
H 2.59076 0.09204 -0.48206
H 0.55588 -1.36709 0.06642
*
```

natural (NBO) population analysis, charges in e, atoms 1 to 2: -1.04, -0.61